Here is a cluster of 12 separate species, C34H79Cl2N11O11 in total in a non-equilibrium geometry from the OMol25 dataset. Energies are from ωB97M-V/def2-TZVPD.

Results
**E_tot**: -100499.4581 eV
**SMILES**: CNC(C)=O.CNC(C)=O.CNC(C)=O.CNC(C)=O.CNC(C)=O.CNC(C)=O.CNC(C)=O.CNC(C)=O.CNC(C)=O.CNC(C)=O.CNC(C)=O.ClCCl
**Net charge**: 0
**E_HOMO**: -9.15 eV
**Spin multiplicity**: 1
**Gap between HOMO and LUMO**: 9.14 eV

Geometry (Å):
C  5.47186  5.02452  -3.01620
N  6.10259  6.00153  -2.11950
C  7.44210  6.20343  -1.96472
C  7.95079  7.32313  -1.11549
O  8.26696  5.54515  -2.59832
H  5.83874  4.00835  -2.87161
H  5.63038  5.28426  -4.06285
H  4.39198  5.02842  -2.86809
H  5.45404  6.69803  -1.78134
H  8.75067  7.85312  -1.63260
H  8.34435  6.91897  -0.18282
H  7.16969  8.06010  -0.92876
C  -5.54832  1.25284  2.05910
N  -5.53692  2.63733  1.68983
C  -5.59508  3.64442  2.54764
C  -5.64177  4.95442  1.75263
O  -5.59321  3.57507  3.77452
H  -5.76189  1.11418  3.11895
H  -4.56602  0.79613  1.93827
H  -6.28286  0.69969  1.47382
H  -5.42843  2.87464  0.71411
H  -5.99226  5.81963  2.31536
H  -6.32029  4.90525  0.90100
H  -4.63092  5.24151  1.46307
C  4.34402  -2.00160  -2.07025
N  5.47761  -2.80060  -2.56103
C  6.62424  -2.31593  -3.15516
C  7.59751  -3.31205  -3.79625
O  6.86164  -1.11117  -3.21412
H  4.02629  -1.28961  -2.83199
H  4.52413  -1.49751  -1.12075
H  3.45580  -2.58668  -1.83183
H  5.22259  -3.72805  -2.86913
H  7.55803  -4.29165  -3.31987
H  8.63921  -2.99601  -3.85186
H  7.30492  -3.50685  -4.82801
C  -5.05357  -8.46646  3.74747
N  -4.86468  -7.07416  3.59878
C  -3.86905  -6.31927  3.96643
C  -3.92027  -4.84351  3.58039
O  -2.84287  -6.79217  4.46010
H  -5.20382  -8.91393  2.76497
H  -5.96958  -8.83773  4.20702
H  -4.16686  -8.97694  4.12332
H  -5.54738  -6.59582  3.02850
H  -3.40338  -4.68321  2.63421
H  -3.30865  -4.20742  4.22025
H  -4.94923  -4.48438  3.56146
C  -2.73371  6.86571  7.70044
N  -2.02148  5.67072  7.17448
C  -0.71329  5.59970  7.08530
C  -0.18599  4.18287  6.70182
O  0.06774  6.53032  7.34178
H  -3.28098  6.69182  8.62692
H  -3.44033  7.11570  6.90905
H  -2.12718  7.76284  7.82443
H  -2.58913  4.93241  6.78361
H  0.70382  4.40498  6.11276
H  -0.90790  3.66565  6.06980
H  0.00603  3.55525  7.57206
C  -1.77607  -0.78711  -1.52780
N  -1.17088  0.44580  -1.02375
C  -0.57492  0.57231  0.18980
C  0.05125  1.91526  0.59018
O  -0.40801  -0.35839  0.98350
H  -1.70501  -1.61193  -0.81877
H  -1.12560  -1.09476  -2.34654
H  -2.81797  -0.68216  -1.83035
H  -1.40867  1.30558  -1.49740
H  -0.72618  2.67549  0.66594
H  0.79427  2.16630  -0.16680
H  0.63527  1.91419  1.51053
C  4.41942  -7.05049  -6.67944
N  3.07516  -6.58823  -6.59070
C  2.50967  -6.14865  -5.51371
C  1.07940  -5.68653  -5.52268
O  3.09568  -6.01750  -4.44825
H  5.04508  -6.21222  -6.98594
H  4.43565  -7.79161  -7.47856
H  4.76379  -7.61969  -5.81600
H  2.50615  -6.61295  -7.42480
H  0.85408  -4.62103  -5.47732
H  0.54476  -6.20144  -4.72448
H  0.52741  -6.04121  -6.39308
C  -4.52814  4.23703  -5.75237
N  -3.57933  5.19122  -5.18656
C  -3.01604  4.96357  -4.04833
C  -1.84761  5.80127  -3.66538
O  -3.29056  4.04498  -3.25416
H  -5.46929  4.18967  -5.20457
H  -4.08653  3.25107  -5.60762
H  -4.63516  4.36244  -6.82984
H  -3.11412  5.75416  -5.88427
H  -1.18231  5.32460  -2.94546
H  -2.22751  6.72784  -3.23499
H  -1.28448  6.02306  -4.57192
C  0.02724  8.22510  2.56310
N  0.86504  8.32349  1.37982
C  2.22055  8.16045  1.44139
C  2.88525  7.81041  2.78389
O  2.88964  8.25515  0.44348
H  -0.99268  8.47608  2.27179
H  0.36209  8.84270  3.39650
H  0.08387  7.21738  2.97470
H  0.61052  8.60212  0.44297
H  2.42057  8.31721  3.62966
H  3.89266  8.22539  2.75207
H  2.93088  6.73135  2.93107
C  -9.21970  -6.82953  1.63482
N  -8.17757  -6.47993  0.65641
C  -7.87013  -5.24350  0.34773
C  -6.83241  -5.18308  -0.78178
O  -8.37682  -4.29491  0.91387
H  -9.15268  -6.32080  2.59647
H  -9.14684  -7.90140  1.81881
H  -10.14443  -6.47916  1.17630
H  -7.80678  -7.26215  0.13606
H  -6.04709  -4.44200  -0.63288
H  -7.35491  -4.84876  -1.67805
H  -6.33975  -6.13289  -0.98972
C  1.94097  -6.47222  1.05016
N  3.03264  -7.18193  0.33434
C  3.88223  -8.06870  0.80311
C  4.79033  -8.67263  -0.18181
O  3.83737  -8.43305  1.97561
H  1.24813  -6.09047  0.30025
H  2.28882  -5.63080  1.64941
H  1.39808  -7.19752  1.65622
H  3.21113  -7.06088  -0.65237
H  4.18217  -9.44115  -0.65890
H  5.58955  -9.14783  0.38699
H  5.20556  -8.05178  -0.97568
Cl  5.96254  1.94889  1.10625
C  7.66262  1.80025  0.60448
Cl  8.79458  2.30785  1.83545
H  7.83623  0.73541  0.44935
H  7.81748  2.33852  -0.33060

***

Here is a cluster of 10 separate species, C34H82N2O32P8 in total in a non-equilibrium geometry from the OMol25 dataset. Energies are from ωB97M-V/def2-TZVPD.

Results
**E_tot**: -179415.5865 eV
**SMILES**: COP(=O)(OC)OC.COP(=O)(OC)OC.COP(=O)(OC)OC.COP(=O)(OC)OC.COP(=O)(OC)OC.COP(=O)(OC)OC.COP(=O)(OC)OC.COP(=O)(OC)OC.c1ccncc1.c1ccncc1
**Net charge**: 0
**E_HOMO**: -9.28 eV
**Spin multiplicity**: 1
**Gap between HOMO and LUMO**: 9.73 eV

Geometry (Å):
C  5.14186  5.76495  2.01756
O  4.85994  4.39781  2.20989
P  3.76047  3.75089  1.28426
O  4.02215  3.79785  -0.12163
O  2.41621  4.34635  1.61990
C  1.19627  3.88699  1.03059
O  3.70126  2.33701  1.97316
C  4.72660  1.34699  1.72380
H  4.64616  6.11085  1.13855
H  6.23272  5.86327  1.89339
H  4.87436  6.36652  2.91449
H  1.34133  3.22250  0.20124
H  0.65221  4.75809  0.64278
H  0.65640  3.42860  1.90141
H  4.62731  1.00607  0.65095
H  4.63384  0.49203  2.36578
H  5.74906  1.71107  1.87578
C  2.12637  4.68040  -2.70207
O  2.24987  3.50931  -3.47635
P  0.86308  2.79290  -3.86541
O  -0.13856  2.63129  -2.80583
O  1.33658  1.52808  -4.64255
C  1.84173  0.41894  -3.90758
O  0.35189  3.67216  -5.10257
C  -0.89155  3.51988  -5.78152
H  1.92224  5.62204  -3.22697
H  1.34625  4.59337  -2.00493
H  3.03124  4.86447  -2.14287
H  2.42097  -0.19225  -4.56680
H  1.02026  -0.14423  -3.39082
H  2.55985  0.84135  -3.19570
H  -1.75128  3.85804  -5.21033
H  -1.02654  2.41941  -5.92087
H  -0.93555  4.03545  -6.71124
C  -4.53437  -4.00362  -1.50693
O  -4.35337  -2.61885  -1.01291
P  -5.13672  -1.88095  0.11071
O  -4.73474  -2.28093  1.48202
O  -6.64747  -2.11661  -0.37378
C  -7.70554  -2.56399  0.43033
O  -4.75712  -0.34543  -0.08921
C  -5.24216  0.59508  0.85617
H  -4.28863  -3.91793  -2.52177
H  -5.57602  -4.32821  -1.35896
H  -3.83475  -4.64597  -0.99281
H  -7.31083  -3.18782  1.21689
H  -8.40130  -3.12046  -0.23922
H  -8.17458  -1.68195  0.92356
H  -4.72910  1.52531  0.61530
H  -4.87333  0.27948  1.78077
H  -6.35559  0.67941  0.93069
C  -2.81460  3.10631  -1.10332
O  -2.30256  4.00710  -0.10588
P  -2.39381  5.61886  -0.20379
O  -1.31697  6.24888  0.56028
O  -2.30071  5.96863  -1.79251
C  -1.01262  6.34368  -2.32243
O  -3.91443  5.88912  0.17104
C  -4.29347  7.12724  0.85786
H  -3.37805  3.64603  -1.80640
H  -3.56520  2.48352  -0.54210
H  -2.05662  2.51158  -1.55053
H  -0.59732  5.51051  -2.89493
H  -0.42861  6.59626  -1.44897
H  -1.16745  7.17972  -3.00117
H  -3.63201  7.34440  1.69950
H  -5.30405  6.95161  1.28956
H  -4.35150  7.89031  0.04387
C  -2.99818  0.09216  -2.97536
O  -1.88194  -0.32144  -3.90944
P  -1.91470  -1.75569  -4.52227
O  -2.09236  -2.93782  -3.72611
O  -3.08160  -1.70371  -5.63702
C  -3.03807  -0.59514  -6.53005
O  -0.47536  -1.75226  -5.21309
C  0.52029  -2.77103  -5.07071
H  -2.59411  0.99761  -2.56554
H  -3.11448  -0.64206  -2.26405
H  -3.89631  0.24906  -3.58285
H  -2.12213  0.00514  -6.44284
H  -3.85660  0.05137  -6.27215
H  -3.13685  -0.86167  -7.57824
H  0.83933  -3.17988  -6.03527
H  0.09725  -3.63216  -4.45294
H  1.33046  -2.42124  -4.43734
C  -2.42161  -4.60904  2.16282
O  -2.46726  -5.15959  0.78149
P  -0.99095  -5.65619  0.33918
O  -0.32202  -6.52116  1.27853
O  -1.42167  -6.28329  -1.05913
C  -1.50265  -7.72014  -1.22135
O  -0.13587  -4.39104  -0.09698
C  -0.67163  -3.47544  -1.07866
H  -1.80330  -5.28897  2.71847
H  -3.42626  -4.57698  2.51425
H  -2.05859  -3.57418  2.03853
H  -1.43428  -8.18924  -0.23579
H  -0.66932  -8.04362  -1.82432
H  -2.36692  -7.98695  -1.73259
H  -1.73662  -3.23069  -0.97737
H  -0.54981  -3.89256  -2.06774
H  -0.19491  -2.52127  -0.90792
C  6.19815  -4.37361  3.11972
O  5.35400  -3.85429  4.19184
P  3.96574  -3.18796  3.83984
O  4.06835  -1.81245  3.35742
O  3.23673  -4.10776  2.75927
C  2.75006  -5.47944  3.13053
O  3.16055  -3.43701  5.12563
C  2.57002  -2.25485  5.72587
H  7.01981  -4.88620  3.69732
H  6.60085  -3.52767  2.63143
H  5.70678  -5.03664  2.44225
H  3.31597  -6.15986  2.46668
H  1.65149  -5.55309  2.86320
H  3.09264  -5.59009  4.15779
H  1.54549  -2.22539  5.33582
H  3.17747  -1.37200  5.35799
H  2.58708  -2.31332  6.79705
C  0.29676  4.55615  4.57597
O  0.13809  3.82291  5.79096
P  -0.02674  2.28817  5.62134
O  0.01957  1.57550  6.90042
O  -1.34571  2.08003  4.69372
C  -2.13640  0.85076  4.92223
O  1.07140  1.89875  4.56667
C  2.47784  1.70959  4.91702
H  0.47950  5.58828  4.87587
H  -0.64019  4.58538  4.02777
H  1.02163  4.17321  3.95729
H  -2.56798  0.84030  5.90478
H  -1.50297  0.01621  4.81316
H  -2.95405  0.85038  4.19812
H  2.98271  2.62259  4.70979
H  2.79124  0.89228  4.24100
H  2.70066  1.34770  5.93700
C  4.40776  -2.01274  -1.66412
C  4.83798  -2.02230  -2.98215
C  4.24861  -3.02677  -3.84059
N  3.39327  -3.93161  -3.41685
C  3.09758  -3.91371  -2.11568
C  3.53936  -2.99583  -1.18115
H  4.73173  -1.15576  -1.01723
H  5.53487  -1.27505  -3.35248
H  4.68183  -3.19656  -4.83277
H  2.31381  -4.61804  -1.80830
H  3.31380  -2.98321  -0.12338
C  -0.64227  -0.71583  1.33773
C  0.52537  -0.98909  2.00861
C  1.72512  -0.48528  1.52760
N  1.84071  0.19393  0.39054
C  0.66757  0.54722  -0.20439
C  -0.54475  0.04580  0.20701
H  -1.57563  -1.14692  1.73728
H  0.56315  -1.50302  2.91957
H  2.65828  -0.64721  2.01094
H  0.79637  1.22339  -1.06640
H  -1.41141  0.33243  -0.37107

***

Here is a cluster of 15 separate species, C34H83BF3O21S in total in a non-equilibrium geometry from the OMol25 dataset. Energies are from ωB97M-V/def2-TZVPD.

Results
**E_tot**: -99260.4572 eV
**Energy above the lowest of the compared OMol25 structures with the same formula, charge and spin**: 0.0 kJ/mol
**Net charge**: -1
**E_HOMO**: -5.40 eV
**Spin multiplicity**: 1
**Gap between HOMO and LUMO**: 7.13 eV

Geometry (Å):
C  -1.58899  -0.71322  4.92529
C  -1.63645  0.01619  3.96292
B  -1.47778  0.81779  2.57296
C  -0.16382  1.78189  2.73022
C  1.12923  0.99848  2.46186
O  2.24487  1.75247  2.91872
C  3.48183  1.13459  2.63498
C  3.76983  0.93591  1.13321
O  -1.33631  -0.12618  1.43277
C  -2.02875  0.35087  0.36527
O  -1.31188  1.43891  -0.20480
C  -2.25213  -0.73559  -0.68228
C  -0.97471  -1.52235  -0.90440
C  0.06538  -0.78446  -1.77855
O  -1.32208  -2.77874  -1.53307
C  -0.46834  -3.82537  -1.14747
C  -0.96382  -4.56810  0.09070
C  -0.32558  -5.73821  0.47268
C  -0.78510  -6.45719  1.57076
C  -1.86829  -6.00580  2.30803
C  -2.47898  -4.81911  1.92204
C  -2.04696  -4.08201  0.82920
C  -3.29832  1.02266  1.07559
C  -4.00613  2.17414  0.37135
S  -4.49294  -0.13715  1.93284
O  -4.87020  0.36675  3.22680
O  -4.03458  -1.50277  1.93446
C  -6.12826  -0.14337  1.02580
F  -5.97680  -0.55088  -0.24046
F  -6.71343  1.05165  1.03439
F  -6.95616  -1.00116  1.61451
O  -2.67839  1.62561  2.16556
H  -1.53850  -1.40588  5.72953
H  -0.07842  2.19334  3.74033
H  -0.18524  2.60710  2.00840
H  1.05545  0.03002  2.97414
H  1.17132  0.82956  1.38197
H  3.62197  0.20030  3.18355
H  4.24894  1.81510  3.02094
H  4.78672  1.20388  0.86794
H  3.57215  -0.10589  0.86818
H  3.10014  1.54639  0.52774
H  -1.67249  1.62985  -1.07916
H  -3.06276  -1.39690  -0.37606
H  -2.55271  -0.29803  -1.63719
H  -0.47195  -1.75431  0.03581
H  0.69665  -1.50716  -2.29461
H  -0.44220  -0.13285  -2.49069
H  0.70196  -0.18929  -1.12280
H  -0.46431  -4.55035  -1.96964
H  0.56913  -3.49635  -1.02246
H  0.52743  -6.10347  -0.08665
H  -0.28620  -7.38478  1.82936
H  -2.23787  -6.54920  3.16671
H  -3.33106  -4.44566  2.48009
H  -2.54585  -3.16173  0.57183
H  -4.71370  2.60274  1.08455
H  -3.30052  2.95936  0.12385
H  -4.56792  1.86362  -0.51673
C  -4.16675  3.55168  -3.06935
O  -3.12046  2.58938  -3.13698
H  -4.00512  4.16119  -2.18425
H  -4.16563  4.19786  -3.95206
H  -5.13544  3.05010  -2.98453
H  -3.28280  2.05469  -3.91796
C  6.40105  3.04237  -1.25683
O  5.17968  2.31044  -1.31951
H  6.55007  3.34773  -0.22226
H  7.24384  2.42022  -1.56984
H  6.35547  3.92765  -1.88897
H  5.05315  2.04942  -2.23554
C  -4.53784  -4.09648  -2.02506
O  -4.48284  -5.44364  -2.50252
H  -3.57376  -3.62803  -2.20719
H  -5.32183  -3.54681  -2.55546
H  -4.74353  -4.08143  -0.95235
H  -5.34180  -5.84202  -2.33100
C  9.47058  5.46148  -3.12593
O  8.24845  4.73100  -3.22249
H  9.60324  5.76074  -2.09338
H  10.31776  4.83906  -3.42961
H  9.43416  6.35840  -3.74964
H  8.13291  4.46946  -4.13971
C  5.66132  -1.40282  5.27044
O  4.86794  -0.22582  5.26940
H  5.38630  -1.98674  4.39480
H  6.72749  -1.16045  5.21535
H  5.47722  -2.00108  6.16761
H  5.11100  0.28785  6.04595
C  -4.92288  -0.23935  -4.08840
O  -4.72639  -0.43566  -2.69951
H  -3.95094  -0.03177  -4.53381
H  -5.34132  -1.13134  -4.56260
H  -5.58961  0.61217  -4.26611
H  -5.57903  -0.62176  -2.29843
C  6.79223  2.83907  6.98556
O  6.44354  1.77922  7.87899
H  7.00622  2.40419  6.01264
H  5.96250  3.54243  6.88646
H  7.67935  3.36450  7.34977
H  6.25179  2.17776  8.73119
C  -1.86287  -6.91094  -3.94253
O  -1.46702  -7.20172  -2.61030
H  -0.96328  -6.84551  -4.55188
H  -2.50355  -7.70425  -4.34202
H  -2.39755  -5.95983  -3.98605
H  -2.26517  -7.24610  -2.07395
C  4.58616  4.94025  3.47622
O  3.50608  4.77409  4.38314
H  5.18030  5.79465  3.79757
H  5.22030  4.04794  3.47190
H  4.21328  5.12857  2.46523
H  2.98689  4.01457  4.08391
C  -8.14926  -5.77672  -3.87409
O  -7.78454  -6.02690  -2.51673
H  -7.23714  -5.68592  -4.45535
H  -8.73968  -6.60724  -4.26994
H  -8.72255  -4.84951  -3.95802
H  -8.59117  -6.10570  -2.00200
C  10.90589  9.11927  -2.43004
O  10.54344  8.03330  -1.58465
H  11.13543  8.70949  -3.41060
H  10.08282  9.83184  -2.52848
H  11.78956  9.63738  -2.04799
H  10.33865  8.39269  -0.71744
C  -5.74040  -8.15166  -5.16526
O  -6.46133  -7.45510  -6.18099
H  -4.95080  -7.49241  -4.81264
H  -6.39259  -8.40173  -4.32371
H  -5.29100  -9.06607  -5.56123
H  -7.16175  -8.03299  -6.49352
C  3.67848  5.34528  -3.20057
O  3.88210  4.08100  -3.82278
H  4.61411  5.89603  -3.26377
H  2.89600  5.91243  -3.71246
H  3.40979  5.22232  -2.14888
H  3.05793  3.59062  -3.76010
C  -5.14785  3.20464  5.52308
O  -4.14465  2.21739  5.63836
H  -5.09679  3.83925  6.40775
H  -4.98993  3.82756  4.63542
H  -6.14624  2.75447  5.47105
H  -4.20281  1.66458  4.84814

***

Number 3 is which compound?
C34H83BF3O21S

***

The highest E_HOMO belongs to which entry?
C34H83BF3O21S

***

E_HOMO of number 3 (C34H83BF3O21S)?
-5.40 eV

***

Which of these has the highest gap between HOMO and LUMO?
C34H82N2O32P8